[1]
Here is a cluster of 2 separate species, C4H8OSSi in total at a distorted geometry from the OMol25 dataset. Energies are from ωB97M-V/def2-TZVPD.

Calculated values
Multiplicity: 3
Highest occupied orbital energy (alpha / beta): -5.73 / -9.70 eV
Net charge: 0

Positions of all 15 atoms, in Å:
1 C 2.16 1.95 -0.88
2 C 2.23 2.83 0.12
3 C -0.25 -1.42 -1.16
4 C -2.20 -1.34 1.31
5 O 0.16 0.58 0.87
6 Si -0.86 -0.41 0.35
7 S 2.27 0.75 -1.82
8 H 2.44 3.82 0.05
9 H 1.62 2.54 0.97
10 H -0.47 -1.08 -2.16
11 H 0.82 -1.23 -1.20
12 H -0.42 -2.49 -1.16
13 H -2.85 -1.88 0.61
14 H -1.83 -1.99 2.11
15 H -2.83 -0.65 1.99

Results of the natural (NBO) charge analysis, in e, for atoms 1 through 4: -0.35 -0.23 -1.19 -1.19

[2]
Here is a structure of composition C4H8OSe at a distorted geometry from the OMol25 dataset. Energies are from ωB97M-V/def2-TZVPD.

Calculated values
Relative energy (zero: lowest compared OMol25 entry of this formula, charge and spin): 127.6 kJ/mol
Multiplicity: 3
Highest occupied orbital energy (alpha / beta): -5.73 / -9.15 eV
Net charge: 0

Positions of all 14 atoms, in Å:
1 C -1.14 0.82 1.26
2 C 0.92 0.68 -1.47
3 C 0.78 -0.53 -0.47
4 C -0.62 -0.55 0.04
5 O -0.50 1.80 1.48
6 Se -0.99 -2.00 1.32
7 H -2.11 0.57 1.81
8 H 1.87 0.74 -1.75
9 H 0.66 1.72 -1.06
10 H 0.41 0.30 -2.26
11 H 1.46 -0.29 0.30
12 H 0.97 -1.50 -0.82
13 H -1.17 -0.48 -0.83
14 H -0.53 -1.29 2.45

Results of the natural (NBO) charge analysis, in e, for atoms 1 through 4: -0.04 -0.60 -0.47 -0.22

[3]
Here is the molecule C4H8S at a distorted geometry from the OMol25 dataset. Energies are from ωB97M-V/def2-TZVPD.

Calculated values
Relative energy (zero: lowest compared OMol25 entry of this formula, charge and spin): 114.6 kJ/mol
SMILES: C=CSCC
Highest occupied orbital energy: -8.49 eV
Net charge: 0

Positions of all 13 atoms, in Å:
1 C 1.76 -0.31 -0.38
2 C 0.91 0.47 0.64
3 C -1.39 0.29 -0.63
4 C -2.22 -0.25 0.29
5 H 1.12 -0.79 -1.09
6 H 2.64 0.17 -0.80
7 H 2.30 -1.21 -0.01
8 H 1.57 0.92 1.38
9 H 0.17 -0.12 1.12
10 H -1.68 0.38 -1.69
11 H -2.81 -1.16 -0.05
12 H -2.17 0.00 1.37
13 S -0.19 1.60 -0.14

Results of the natural (NBO) charge analysis, in e, for atoms 1 through 4: -0.63 -0.55 -0.35 -0.39

[4]
Here is a cluster of 2 separate species, C4H8S in total at a distorted geometry from the OMol25 dataset. Energies are from ωB97M-V/def2-TZVPD.

Calculated values
Relative energy (zero: lowest compared OMol25 entry of this formula, charge and spin): 364.5 kJ/mol
Highest occupied orbital energy (alpha / beta): -8.23 / -8.18 eV
Net charge: 0

Positions of all 13 atoms, in Å:
1 C -0.43 0.28 -0.68
2 C -0.97 0.95 0.25
3 C -0.76 0.39 -2.13
4 C 0.45 -1.02 2.55
5 S -0.01 0.74 2.76
6 H 0.31 -0.35 -0.53
7 H -1.71 1.68 0.42
8 H -1.46 1.15 -2.10
9 H 0.19 0.57 -2.73
10 H -1.17 -0.51 -2.38
11 H 1.52 -0.94 2.36
12 H 0.02 -1.46 1.67
13 H 0.26 -1.59 3.51

Results of the natural (NBO) charge analysis, in e, for atoms 1 through 4: -0.29 0.00 -0.61 -0.75

[5]
Here is the molecule C4H8S at a distorted geometry from the OMol25 dataset. Energies are from ωB97M-V/def2-TZVPD.

Calculated values
Relative energy (zero: lowest compared OMol25 entry of this formula, charge and spin): 283.5 kJ/mol
SMILES: C1CCSC1
Highest occupied orbital energy: -8.24 eV
Net charge: 0

Positions of all 13 atoms, in Å:
1 C 0.01 -0.98 0.23
2 C 0.75 -0.10 -0.83
3 C 0.68 1.35 -0.08
4 C -1.34 -0.45 0.28
5 H 0.16 -2.18 0.28
6 H 0.40 -0.78 1.39
7 H 0.53 -0.06 -1.94
8 H 1.92 -0.25 -1.22
9 H 1.18 1.25 1.06
10 H 0.79 2.44 -0.61
11 H -1.78 -1.09 1.22
12 H -2.09 -0.42 -0.43
13 S -1.23 1.28 0.64

Results of the natural (NBO) charge analysis, in e, for atoms 1 through 4: -0.43 -0.48 -0.48 -0.56

[6]
Here is a structure of composition C4H8S at a distorted geometry from the OMol25 dataset. Energies are from ωB97M-V/def2-TZVPD.

Calculated values
Relative energy (zero: lowest compared OMol25 entry of this formula, charge and spin): 103.6 kJ/mol
Highest occupied orbital energy: -8.50 eV
Net charge: 0

Positions of all 13 atoms, in Å:
1 C -0.97 -0.33 -1.14
2 C -0.23 0.25 0.07
3 C 0.00 -0.47 1.36
4 C 1.26 0.52 -0.13
5 H -0.38 0.13 -2.02
6 H -0.95 -1.43 -1.32
7 H -2.01 0.18 -1.16
8 H -0.64 1.20 0.36
9 H -0.66 -0.01 2.07
10 H -0.11 -1.53 1.56
11 H 1.80 -0.24 -0.59
12 H 1.29 1.39 -0.65
13 S 1.61 0.34 1.62

Results of the natural (NBO) charge analysis, in e, for atoms 1 through 4: -0.62 -0.23 -0.50 -0.49

[7]
Here is the molecule C4H8S2 at a distorted geometry from the OMol25 dataset. Energies are from ωB97M-V/def2-TZVPD.

Calculated values
Relative energy (zero: lowest compared OMol25 entry of this formula, charge and spin): 137.2 kJ/mol
SMILES: CS/C=C/SC
Highest occupied orbital energy: -7.79 eV
Net charge: 0

Positions of all 14 atoms, in Å:
1 C -1.55 0.52 -2.08
2 C 0.93 0.85 -0.94
3 C 0.67 -0.16 -0.13
4 C 0.62 -0.86 2.57
5 H -2.00 0.52 -1.05
6 H -2.29 0.84 -2.82
7 H -1.17 -0.49 -2.33
8 H 1.91 1.33 -0.83
9 H -0.12 -0.88 -0.20
10 H 0.12 0.05 3.01
11 H 1.39 -1.27 3.22
12 H -0.12 -1.61 2.49
13 S -0.16 1.70 -2.06
14 S 1.75 -0.53 1.16

Results of the natural (NBO) charge analysis, in e, for atoms 1 through 4: -0.75 -0.34 -0.44 -0.73

[8]
Here is the molecule C4H8S2 at a distorted geometry from the OMol25 dataset. Energies are from ωB97M-V/def2-TZVPD.

Calculated values
Relative energy (zero: lowest compared OMol25 entry of this formula, charge and spin): 123.9 kJ/mol
SMILES: CS/C=C/CS
Highest occupied orbital energy: -8.38 eV
Net charge: 0

Positions of all 14 atoms, in Å:
1 C 2.87 1.02 -0.07
2 C 0.45 -0.28 0.13
3 C -0.64 -0.77 -0.44
4 C -1.98 -0.75 0.23
5 H 3.88 0.99 -0.38
6 H 2.43 1.65 -0.83
7 H 2.66 1.37 0.91
8 H 0.50 0.22 1.09
9 H -0.61 -1.11 -1.48
10 H -1.85 -0.52 1.32
11 H -2.43 -1.77 0.17
12 H -4.23 0.01 0.17
13 S 2.09 -0.57 -0.40
14 S -3.13 0.52 -0.42

Results of the natural (NBO) charge analysis, in e, for atoms 1 through 4: -0.74 -0.35 -0.22 -0.54

[9]
Here is the molecule C4H8S3 at a distorted geometry from the OMol25 dataset. Energies are from ωB97M-V/def2-TZVPD.

Calculated values
Relative energy (zero: lowest compared OMol25 entry of this formula, charge and spin): 339.3 kJ/mol
Highest occupied orbital energy (alpha / beta): -8.06 / -8.06 eV
Net charge: 0

Positions of all 15 atoms, in Å:
1 C -2.11 -0.85 -0.01
2 C -0.47 0.58 0.81
3 C 0.48 -0.58 0.54
4 C 1.37 -0.34 -0.67
5 S -0.75 -1.90 0.30
6 S -0.27 2.13 0.19
7 S 1.77 -0.81 1.91
8 H -2.86 -0.95 0.77
9 H -2.50 -0.83 -1.04
10 H -0.91 0.41 1.80
11 H 0.61 -0.49 -1.44
12 H 2.17 -1.10 -0.65
13 H 1.75 0.76 -0.60
14 H -0.63 2.90 1.18
15 H 1.23 -0.80 3.11

Results of the natural (NBO) charge analysis, in e, for atoms 1 through 4: -0.62 -0.35 -0.29 -0.67

[10]
Here is the molecule C4H8Se at a distorted geometry from the OMol25 dataset. Energies are from ωB97M-V/def2-TZVPD.

Calculated values
Relative energy (zero: lowest compared OMol25 entry of this formula, charge and spin): 157.7 kJ/mol
SMILES: [SeH]CC1CC1
Highest occupied orbital energy: -8.72 eV
Net charge: 0

Positions of all 13 atoms, in Å:
1 C 0.21 -0.16 -1.24
2 C -1.03 0.71 -1.04
3 C -0.05 0.45 0.11
4 C -0.29 -0.45 1.42
5 Se 1.40 -1.48 1.75
6 H 0.41 -1.21 -1.21
7 H 0.82 0.33 -2.02
8 H -0.77 1.68 -1.42
9 H -2.01 0.29 -1.11
10 H 0.42 1.35 0.39
11 H -1.08 -1.10 1.32
12 H -0.36 0.41 2.26
13 H 2.32 -0.82 0.78

Results of the natural (NBO) charge analysis, in e, for atoms 1 through 4: -0.45 -0.41 -0.23 -0.52

[11]
Here is the molecule C4H8Si at a distorted geometry from the OMol25 dataset. Energies are from ωB97M-V/def2-TZVPD.

Calculated values
Relative energy (zero: lowest compared OMol25 entry of this formula, charge and spin): 162.3 kJ/mol
SMILES: C=C=C[SiH2]C
Highest occupied orbital energy: -9.54 eV
Net charge: 0

Positions of all 13 atoms, in Å:
1 C 0.01 0.52 -0.28
2 C 0.83 1.35 -0.89
3 C -1.44 -1.52 1.03
4 C 1.33 2.51 -1.23
5 Si 0.32 -1.23 0.33
6 H -0.95 0.75 -0.56
7 H -1.28 -2.13 1.87
8 H -1.75 -0.52 1.24
9 H -2.14 -1.98 0.45
10 H 1.40 3.31 -0.48
11 H 1.86 2.66 -2.24
12 H 1.43 -1.30 1.30
13 H 0.37 -2.44 -0.54

Results of the natural (NBO) charge analysis, in e, for atoms 1 through 4: -0.72 0.16 -1.05 -0.53

[12]
Here is the molecule C4H8Si at a distorted geometry from the OMol25 dataset. Energies are from ωB97M-V/def2-TZVPD.

Calculated values
Relative energy (zero: lowest compared OMol25 entry of this formula, charge and spin): 449.0 kJ/mol
Highest occupied orbital energy (alpha / beta): -9.10 / -7.52 eV
Net charge: 0

Positions of all 13 atoms, in Å:
1 C 1.43 -0.25 0.32
2 C 1.47 -1.35 -0.36
3 C 0.30 0.74 0.33
4 C -0.79 0.33 -0.73
5 Si -2.21 -0.52 0.07
6 H 2.40 0.21 0.62
7 H 2.33 -1.92 -0.69
8 H 0.02 1.06 1.40
9 H 0.87 1.67 0.03
10 H -1.01 1.31 -1.20
11 H -0.14 -0.06 -1.55
12 H -1.75 -1.73 1.00
13 H -2.94 0.50 0.75

Results of the natural (NBO) charge analysis, in e, for atoms 1 through 4: -0.33 -0.09 -0.43 -0.95